No. 1
15
Properties=species:S:1:pos:R:3 method="wB97M-V/def2-TZVPD" total_charge=+1 lumo_energy_ev="-5.401 / -7.439" de_lowest_kj_mol=268.8 orbital_gap_ev="7.26 / 5.03" homo_ev="-12.658 / -12.468"
C -0.5017 2.7550 -0.0838
C 0.3094 2.1720 -1.0374
C 0.0581 0.6426 0.6191
C -0.3355 -3.1050 0.5695
N 0.5427 0.8887 -0.6013
N -0.6037 1.8072 0.8988
O 1.5613 -1.5045 0.0160
S 1.4134 -2.6989 0.8356
I 0.7268 2.7880 -2.8596
H -0.7939 3.8525 -0.0407
H -0.7916 -3.7383 1.3493
H -0.3798 -3.8554 -0.2867
H -0.9965 -2.2073 0.2175
H 0.9661 0.2430 -1.3328
H -1.1752 1.9605 1.7365

No. 2
8
Properties=species:S:1:pos:R:3 method="wB97M-V/def2-TZVPD" total_charge=-1 lumo_energy_ev="2.717 / 2.717" smiles=[O-]N1[C@@H](I)[C@@H]1I de_lowest_kj_mol=101.7 orbital_gap_ev="6.43 / 6.43" homo_ev="-3.710 / -3.711"
O -0.1389 -2.1943 -0.5903
N -0.1978 -1.0912 -0.0103
C 0.3692 -0.1058 0.6299
I 2.7115 1.0204 -0.0264
C -0.5346 0.4123 -0.3998
I -2.5616 1.0340 0.0137
H 0.5066 0.0518 1.6785
H -0.1545 0.8728 -1.2952

No. 3
19
Properties=species:S:1:pos:R:3 method="wB97M-V/def2-TZVPD" total_charge=-2 lumo_energy_ev=5.811 smiles=Cp1c([S-])c([S-])c2ccccc21 de_lowest_kj_mol=11.7 orbital_gap_ev=4.58 homo_ev=1.227
C 2.1654 2.0589 0.1106
P 1.1856 1.2497 1.4521
C 2.2583 -0.0936 1.9270
S 3.7827 0.3803 2.5168
C 1.7463 -1.2997 1.6887
S 2.4986 -2.8133 2.0919
C 0.4515 -1.3173 1.1607
C -0.4333 -2.2975 0.9022
C -1.7059 -2.0728 0.2918
C -2.0878 -0.8572 -0.2566
C -1.2617 0.2630 -0.0609
C -0.0782 0.2203 0.6476
H 1.5076 2.5903 -0.5566
H 2.6187 1.4253 -0.6822
H 3.0818 2.5002 0.5853
H -0.0352 -3.1947 1.2975
H -2.4543 -3.0012 0.2361
H -3.0107 -0.6510 -0.6526
H -1.6123 1.1565 -0.4348

No. 4
73
Properties=species:S:1:pos:R:3 method="wB97M-V/def2-TZVPD" lumo_energy_ev="0.173 / -2.197" spin_multiplicity=3 de_lowest_kj_mol=0.0 orbital_gap_ev="7.64 / 5.29" homo_ev="-7.468 / -7.487"
Au 0.3006 0.9786 1.5246
S -1.5762 5.2794 2.7210
As 0.1127 4.0842 2.3597
S -0.0328 2.1776 3.5061
S 0.4706 3.4340 0.3513
S 1.5702 5.3982 3.1611
O 0.2459 -2.1133 0.4615
C 1.4871 -2.6322 0.6785
C 1.7827 -3.9238 1.0762
C 3.1224 -4.2826 1.2109
C 4.1334 -3.3712 0.9600
C 3.8033 -2.0646 0.6136
C 2.4775 -1.6717 0.4828
P 1.9997 0.0675 0.1525
C 3.5397 0.9908 0.3941
C 4.4075 1.2272 -0.6703
C 5.5764 1.9518 -0.4753
C 5.8800 2.4398 0.7879
C 5.0200 2.2028 1.8533
C 3.8494 1.4843 1.6592
C 1.6091 0.1646 -1.6250
C 1.2731 -0.9853 -2.3379
C 0.8441 -0.9003 -3.6578
C 0.7431 0.3378 -4.2737
C 1.0799 1.4881 -3.5721
C 1.5088 1.4067 -2.2543
C -0.9690 -2.6810 0.2332
C -1.1785 -4.0163 -0.0810
C -2.4756 -4.4468 -0.3286
C -3.5443 -3.5650 -0.2687
C -3.3002 -2.2295 0.0175
C -2.0118 -1.7586 0.2611
P -1.7585 0.0366 0.5754
C -2.1701 0.8263 -0.9928
C -2.2311 0.0939 -2.1776
C -2.4462 0.7382 -3.3883
C -2.5931 2.1179 -3.4242
C -2.5121 2.8568 -2.2505
C -2.2890 2.2190 -1.0382
C -3.1210 0.3639 1.7515
C -3.0142 -0.1896 3.0286
C -3.9832 0.0587 3.9834
C -5.0682 0.8796 3.6796
C -5.1784 1.4317 2.4169
C -4.2092 1.1703 1.4509
H 1.0160 -4.6402 1.3175
H 3.3606 -5.2928 1.5197
H 5.1708 -3.6607 1.0593
H 4.5884 -1.3333 0.4695
H 4.1692 0.8472 -1.6564
H 6.2420 2.1391 -1.3083
H 6.7823 3.0185 0.9406
H 5.2497 2.5997 2.8339
H 3.1660 1.3391 2.4896
H 1.3563 -1.9606 -1.8772
H 0.5908 -1.8040 -4.1994
H 0.4032 0.4066 -5.3003
H 1.0028 2.4579 -4.0464
H 1.7527 2.3139 -1.7127
H -0.3646 -4.7141 -0.1734
H -2.6389 -5.4892 -0.5729
H -4.5527 -3.9077 -0.4565
H -4.1283 -1.5299 0.0498
H -2.1107 -0.9811 -2.1614
H -2.4940 0.1588 -4.3013
H -2.7606 2.6201 -4.3695
H -2.6026 3.9361 -2.2706
H -2.1784 2.8109 -0.1398
H -2.1576 -0.8044 3.2870
H -3.8865 -0.3715 4.9726
H -5.8168 1.0933 4.4323
H -6.0150 2.0735 2.1733
H -4.3185 1.6002 0.4651